Record 1
C58H153N11O19 as an isolated structure at a distorted geometry, computed with ωB97M-V with the def2-TZVPD basis set.

Geometry (Å):
C 1.43680 1.34515 -0.97556
O 2.69563 1.16222 -1.55543
H 1.32581 0.87667 0.01389
H 1.12939 2.39548 -0.88262
H 0.66430 0.83478 -1.56170
H 3.35657 1.43771 -0.89507
C -1.40131 -0.56808 4.44562
O -0.03852 -0.91965 4.64344
H -1.94443 -1.41687 4.01816
H -1.85978 -0.34152 5.40988
H -1.47236 0.29254 3.77449
H 0.19096 -1.63090 4.02360
C -5.01761 -2.39814 3.99553
O -5.15712 -1.01469 4.16326
C -4.93717 -0.24209 3.00569
C -5.03988 1.21389 3.46050
N -5.10148 2.13549 2.33097
C -5.34710 3.48663 2.80173
C -5.16102 4.57308 1.76058
O -3.83412 4.44187 1.21858
C -3.47916 5.57103 0.43919
H -5.44128 -2.95617 4.82676
H -3.95574 -2.68278 3.95749
H -5.42942 -2.74934 3.04157
H -5.68636 -0.44040 2.23469
H -3.90852 -0.37922 2.65246
H -4.17884 1.46299 4.09693
H -5.93056 1.31526 4.08392
H -4.19552 2.14272 1.87017
H -4.64584 3.73567 3.62241
H -6.28771 3.59810 3.35097
H -5.26802 5.51001 2.31117
H -5.83519 4.47014 0.90833
H -3.41904 6.53552 0.94210
H -4.19877 5.61018 -0.39106
H -2.56493 5.30026 -0.09265
C -0.70253 1.98486 -3.73886
O -1.86841 2.23880 -4.48039
C -2.69528 1.13070 -4.69956
C -3.86977 1.59330 -5.53173
N -3.52317 1.90368 -6.92024
C -3.24358 0.71127 -7.71866
C -3.18401 0.97731 -9.20654
O -1.98157 1.62092 -9.57138
C -2.04261 2.08998 -10.90859
H 0.05338 1.45861 -4.33729
H -0.87859 1.41295 -2.82459
H -0.22188 2.94099 -3.53606
H -3.00196 0.66228 -3.75164
H -2.16802 0.30375 -5.20228
H -4.22823 2.48927 -5.01598
H -4.70590 0.89412 -5.59437
H -2.71101 2.51101 -6.86907
H -4.02110 -0.02339 -7.50261
H -2.29195 0.25620 -7.40995
H -4.02638 1.64305 -9.43279
H -3.20858 0.01631 -9.73421
H -1.06822 2.45355 -11.21419
H -2.77828 2.90006 -10.95173
H -2.41997 1.29823 -11.56235
C 5.12108 -9.45966 -0.01223
O 4.29262 -8.32794 -0.11533
C 3.70648 -7.97505 1.13540
C 2.81156 -6.77232 0.92771
N 3.42694 -5.45850 1.07597
C 4.42712 -5.10651 0.06144
C 4.78314 -3.65249 0.16360
O 3.59487 -2.94104 -0.13420
C 3.71354 -1.54587 0.04534
H 5.23973 -9.85505 -1.02473
H 4.77167 -10.27255 0.62791
H 6.14520 -9.18025 0.26399
H 4.43670 -7.74970 1.92314
H 3.14810 -8.84440 1.49689
H 2.10003 -6.81700 1.75881
H 2.24525 -6.85355 -0.00709
H 2.70186 -4.75398 1.05095
H 4.00407 -5.34238 -0.92530
H 5.26649 -5.78110 0.23970
H 5.59037 -3.43360 -0.54778
H 5.14504 -3.40049 1.16807
H 4.35702 -1.07891 -0.70811
H 4.18349 -1.29121 1.00427
H 2.74453 -1.05484 0.09634
C 2.78545 1.72777 6.66362
O 1.72585 2.54979 6.20479
C 0.69313 1.86426 5.53040
C -0.48868 2.81661 5.34657
N -0.42881 3.47852 4.05571
C -1.52245 4.40790 3.83113
C -1.40327 5.72729 4.62126
O -2.35810 5.61078 5.68638
C -2.23023 6.65583 6.62509
H 3.35371 1.42769 5.77782
H 2.43317 0.85908 7.22458
H 3.39381 2.33863 7.32650
H 0.35126 0.97436 6.06808
H 1.06232 1.56163 4.54211
H -0.39850 3.56728 6.14552
H -1.42850 2.28322 5.49555
H 0.49284 3.85777 3.88976
H -2.45086 3.88161 4.04614
H -1.59877 4.68027 2.77329
H -1.59175 6.62208 4.02103
H -0.40500 5.79129 5.07251
H -2.75696 7.55525 6.28977
H -1.18768 6.89871 6.85780
H -2.66125 6.33689 7.57618
C -0.01600 -0.60683 -5.70946
O 1.22791 -0.71431 -5.04773
C 1.12851 -1.54592 -3.89901
C 2.54594 -1.87172 -3.41044
N 3.26041 -2.49438 -4.55195
C 4.68157 -2.47095 -4.27555
C 5.49884 -3.06120 -5.42382
O 6.86501 -2.94648 -5.09340
C 7.67289 -3.11066 -6.23681
H 0.05035 0.24075 -6.39249
H -0.85949 -0.31199 -5.07442
H -0.26888 -1.52252 -6.24506
H 0.67088 -2.49852 -4.19838
H 0.48314 -1.09319 -3.13888
H 2.40322 -2.45201 -2.49307
H 3.12377 -0.99505 -3.09060
H 2.93731 -1.85830 -5.27657
H 4.87818 -2.99524 -3.33865
H 5.11676 -1.47152 -4.13155
H 5.28095 -2.50658 -6.34762
H 5.20369 -4.09055 -5.65934
H 7.51847 -4.05008 -6.77360
H 8.74429 -3.10434 -6.01734
H 7.53704 -2.19773 -6.83084
C 6.26771 0.76166 -3.09952
O 6.22040 1.14267 -1.73469
C 5.98271 2.51886 -1.59216
C 5.86719 2.88592 -0.12510
N 4.66872 2.23899 0.43818
C 4.62265 2.44136 1.89355
C 3.29706 1.99302 2.47702
O 3.21535 0.60157 2.23806
C 1.99787 0.05895 2.76582
H 5.30610 0.88612 -3.60196
H 6.56251 -0.28680 -3.09978
H 7.05692 1.32831 -3.60405
H 5.01285 2.79066 -2.03327
H 6.71030 3.14386 -2.12267
H 5.82568 3.95498 0.08447
H 6.77527 2.53649 0.39157
H 4.87639 1.25175 0.29864
H 4.97542 3.41534 2.22818
H 5.36484 1.72988 2.28598
H 2.43098 2.54732 2.09957
H 3.28701 2.19797 3.55641
H 2.20379 -0.10259 3.82817
H 1.83223 -0.89872 2.27470
H 1.14835 0.71546 2.57041
C -0.18814 2.74020 0.22659
C -1.29849 1.72441 0.47514
C -0.71677 0.34539 0.69851
O -0.03433 -0.05677 -0.46252
C 0.30595 -1.43747 -0.36899
N -2.11358 2.09435 1.63503
H 0.51015 2.85821 1.05670
H -0.53662 3.72329 -0.10637
H 0.42516 2.48071 -0.64699
H -1.98044 1.60595 -0.37137
H -1.57174 -0.32858 0.86401
H -0.13732 0.27707 1.63092
H 0.65104 -1.69239 -1.36679
H -0.57361 -1.97692 -0.01497
H 1.09947 -1.61816 0.36279
H -2.50294 3.02375 1.47344
H -1.45545 2.20403 2.40932
C -4.33405 -1.56343 0.25927
C -4.87265 -2.81118 0.92685
C -6.36624 -2.68986 1.22448
O -6.78196 -3.99244 1.62832
C -8.17449 -4.06598 1.93271
N -4.60034 -3.94315 0.00368
H -4.78031 -1.40500 -0.72630
H -3.26435 -1.69041 0.08506
H -4.49915 -0.68497 0.88678
H -4.26765 -2.98028 1.82231
H -6.92941 -2.41086 0.32375
H -6.59807 -1.91109 1.95946
H -8.39802 -5.11948 2.07505
H -8.75549 -3.61605 1.12450
H -8.33899 -3.51880 2.86540
H -5.04363 -4.77969 0.36902
H -5.11483 -3.70947 -0.84357
C -1.85702 -4.30145 3.47736
C -1.28602 -3.90332 2.13383
C 0.22055 -3.99222 2.08728
O 0.76983 -2.94419 2.85821
C 2.14338 -3.04707 3.10598
N -1.89507 -4.78074 1.11219
H -1.34754 -3.78549 4.29988
H -1.59100 -5.34979 3.61617
H -2.91603 -4.06893 3.56860
H -1.50094 -2.88971 1.75570
H 0.67995 -3.99907 1.09080
H 0.48206 -5.01306 2.41619
H 2.73719 -3.06392 2.18630
H 2.40901 -3.94274 3.67833
H 2.48848 -2.20859 3.71132
H -2.84295 -4.44827 0.91312
H -1.42502 -4.53397 0.23749
C -2.13097 -2.70396 -2.86340
C -1.24515 -3.86305 -3.35041
C -1.01265 -4.88626 -2.27277
O -0.03877 -4.47594 -1.32236
C 1.28492 -4.82491 -1.73030
N -1.97560 -4.43545 -4.50025
H -1.73931 -2.25084 -1.95155
H -3.11982 -3.07518 -2.59812
H -2.22087 -1.94971 -3.64669
H -0.29725 -3.47113 -3.73762
H -0.74497 -5.86707 -2.68917
H -1.92489 -5.11720 -1.71610
H 1.34542 -5.91722 -1.74588
H 1.98514 -4.43762 -0.99210
H 1.49075 -4.40309 -2.71631
H -2.01477 -3.73915 -5.23243
H -1.50674 -5.25964 -4.86072
C 0.32746 6.57198 1.18207
C 0.78281 8.02669 1.17090
C 0.96204 8.59984 2.56762
O -0.22845 8.64481 3.33381
C 0.01812 9.01555 4.67239
N 2.06310 8.13776 0.44007
H 1.10944 5.98645 1.67121
H 0.20127 6.19660 0.16377
H -0.61724 6.41088 1.69983
H 0.09494 8.67568 0.61648
H 1.30661 9.63189 2.38767
H 1.76167 8.16928 3.18143
H -0.96304 9.26740 5.07253
H 0.73232 9.82839 4.82227
H 0.38079 8.14292 5.22974
H 2.11523 9.11338 0.15709
H 1.98118 7.63032 -0.43488

Properties
- frontier orbital gap (hartree) = 0.2987
- total energy (eV) = -117902.0887
- strongest force on any atom (Eh/bohr) = 0.1853
- ΔE to the lowest compared entry with this formula, charge and spin (kcal per mole) = 20.51
- HOMO (Eh) = -0.2765



Record 2
C58H165N11O21V as an isolated structure at a distorted geometry, computed with ωB97M-V with the def2-TZVPD basis set.

Geometry (Å):
O -0.03493 1.40809 -3.51896
V -1.55730 1.50163 -2.95386
C -0.38768 5.25260 -3.27594
C -0.50299 4.11413 -2.20754
O -1.71223 3.39886 -2.51488
H 0.61578 5.73494 -3.25416
H -1.02911 6.10375 -3.10599
H -0.57877 4.75255 -4.22730
H -0.61071 4.56289 -1.21774
H 0.42983 3.53893 -2.12899
C 0.20041 -0.76778 -0.11167
C 0.04337 0.68548 -0.46172
O -1.29459 0.87328 -1.01640
H -0.03062 -1.39236 -0.98627
H -0.50602 -1.12208 0.66564
H 1.16291 -1.05215 0.32519
H 0.83251 0.94948 -1.19226
H 0.12517 1.28426 0.42229
C -3.00871 -3.83844 1.02579
C -3.52436 -5.20821 1.16851
C -3.21003 -5.86960 2.52821
O -1.88043 -5.53297 2.94304
C -1.69705 -5.77550 4.31422
N -4.99864 -5.28964 0.94331
H -1.93304 -3.90893 0.77619
H -2.96782 -3.30561 1.96650
H -3.48405 -3.22657 0.23470
H -3.06310 -5.79663 0.35634
H -3.28216 -6.99557 2.41934
H -3.95612 -5.51690 3.25232
H -1.35584 -6.80533 4.45827
H -2.58727 -5.65744 4.92840
H -0.89750 -5.14158 4.69389
H -5.42569 -4.68489 1.66465
H -5.34202 -6.17213 1.30176
C 3.82822 3.67054 5.55891
C 2.41765 3.99623 5.17203
C 1.52314 2.76016 5.26938
O 1.89303 1.84436 4.29832
C 0.88061 0.81839 4.14407
N 1.84580 4.97774 6.10947
H 4.24515 2.90943 4.89842
H 3.83203 3.25830 6.58750
H 4.42413 4.60815 5.46482
H 2.37102 4.34901 4.12449
H 0.51833 3.13313 5.12464
H 1.64747 2.30555 6.21610
H 0.77081 0.31354 5.11581
H 1.24628 0.10856 3.41482
H -0.07352 1.27715 3.81139
H 0.88900 5.23967 5.82805
H 2.39008 5.81865 6.15593
C 6.98089 4.18976 -3.94836
C 5.58643 3.82569 -3.37661
C 4.83280 3.17389 -4.48161
O 4.34532 4.13808 -5.35694
C 3.07701 4.71326 -5.03423
N 5.58160 2.88670 -2.21344
H 7.54002 4.71672 -3.17064
H 6.82858 4.82089 -4.82141
H 7.51565 3.26843 -4.14637
H 5.19620 4.80759 -3.09287
H 4.08542 2.48629 -4.05629
H 5.52591 2.50974 -5.00489
H 2.31281 4.17241 -5.62434
H 3.17194 5.79301 -5.25270
H 2.83743 4.65397 -3.93491
H 6.25857 3.04741 -1.46307
H 4.67540 2.83675 -1.70939
C -4.87369 -1.33644 -1.56482
C -3.50535 -0.73915 -1.92350
C -2.73960 -1.57920 -2.94015
O -1.66923 -0.82800 -3.41748
C -0.49569 -1.57608 -3.85465
N -3.59040 0.59035 -2.52820
H -4.84795 -2.34317 -1.14393
H -5.51251 -1.41774 -2.44330
H -5.34821 -0.69533 -0.82680
H -2.90393 -0.71856 -1.03512
H -3.32666 -1.96269 -3.76827
H -2.46776 -2.47394 -2.36433
H 0.24626 -0.84017 -4.10808
H -0.70884 -2.14490 -4.76782
H -0.19662 -2.23304 -3.04377
H -4.16205 0.47419 -3.34783
H -4.16391 1.23150 -1.92539
C -6.75455 2.76683 1.24201
C -6.48432 1.87455 0.02290
C -7.67077 1.95257 -0.93833
O -8.94541 1.59507 -0.49052
C -9.02202 0.22557 -0.16850
N -5.26976 2.23943 -0.65579
H -7.65977 2.51000 1.80082
H -6.75701 3.80686 0.89556
H -5.87546 2.70086 1.89125
H -6.46229 0.78762 0.27132
H -7.38939 1.35599 -1.82646
H -7.71824 2.97473 -1.32680
H -8.56330 -0.03498 0.79645
H -8.56225 -0.41169 -0.92730
H -10.08245 0.01351 -0.12398
H -5.27333 3.22656 -0.94362
H -4.48200 2.15881 0.02537
C 3.47406 0.42879 1.19281
C 4.50447 1.57922 1.21972
C 3.95347 2.91067 0.92242
O 3.31718 3.00155 -0.30612
C 2.21762 3.86222 -0.35394
N 5.12362 1.72823 2.55866
H 3.13755 0.15685 0.18916
H 2.61858 0.61313 1.83239
H 3.89380 -0.48612 1.62949
H 5.24499 1.30361 0.50063
H 4.63494 3.75154 1.09684
H 3.19773 3.02299 1.72881
H 2.33415 4.68561 0.32422
H 1.35149 3.28290 -0.04747
H 2.11698 4.24757 -1.36481
H 5.59820 0.87949 2.87104
H 4.35790 1.89580 3.22056
C -0.70460 -6.51291 -1.36071
C 0.26759 -5.36012 -1.15859
C 0.73455 -5.26669 0.30469
O 1.43668 -6.47576 0.64939
C 1.85819 -6.44446 2.00294
N 1.37582 -5.53496 -2.11118
H -1.02142 -6.57793 -2.40316
H -1.57908 -6.39741 -0.68008
H -0.23524 -7.46715 -1.13025
H -0.13829 -4.33844 -1.40965
H -0.07206 -5.15004 1.01468
H 1.50050 -4.46105 0.40135
H 2.49372 -7.29713 2.21675
H 1.02168 -6.50345 2.70635
H 2.48651 -5.56888 2.15852
H 1.74433 -6.48853 -2.09462
H 2.15179 -4.93096 -1.81539
C -0.84245 4.48900 2.19900
C -2.00691 4.54838 3.14527
C -2.26605 6.02553 3.61162
O -1.17811 6.58304 4.34695
C -1.53655 7.83525 4.88374
N -3.23991 3.88610 2.63876
H -0.69809 3.46660 1.89973
H 0.05642 4.94269 2.59340
H -1.13147 5.04991 1.28416
H -1.75327 3.97150 4.03454
H -3.16362 6.10629 4.20996
H -2.50638 6.67181 2.76488
H -2.46324 7.78450 5.44942
H -1.71728 8.59796 4.10763
H -0.72615 8.20608 5.45047
H -3.33563 4.19996 1.67356
H -3.03169 2.90773 2.47152
C 6.13934 -1.66750 -4.33678
C 5.79688 -0.33609 -3.74306
C 5.20202 -0.50318 -2.34456
O 3.91288 -1.07084 -2.44203
C 2.91167 -0.06151 -2.66942
N 7.03315 0.43416 -3.46326
H 6.33966 -1.56168 -5.42298
H 5.29733 -2.36236 -4.25446
H 6.97764 -2.18357 -3.92679
H 5.06062 0.15622 -4.37546
H 5.13157 0.47129 -1.86183
H 5.80309 -1.13434 -1.72392
H 3.03873 0.48539 -3.60162
H 2.98436 0.72433 -1.90834
H 1.93033 -0.47020 -2.60197
H 7.49479 0.68216 -4.32306
H 6.94654 1.28954 -2.91609
C -2.98886 0.10732 -6.69980
C -2.10088 1.24398 -6.19734
C -1.86580 2.13671 -7.36033
O -0.79688 3.04893 -7.01214
C -0.22062 3.47684 -8.23449
N -2.51984 1.93411 -4.90844
H -3.19443 -0.66967 -5.99444
H -2.27920 -0.43407 -7.36039
H -3.85698 0.37428 -7.26717
H -1.19081 0.74509 -5.93862
H -2.75610 2.69539 -7.64421
H -1.61905 1.48537 -8.21761
H -0.95051 4.10115 -8.80929
H 0.11476 2.62690 -8.83505
H 0.65084 4.10331 -8.06233
H -2.34237 2.92980 -5.06722
H -3.56974 1.92894 -4.92894
C 6.21396 -3.93137 5.24299
C 4.83090 -3.32697 5.06859
C 4.86103 -2.18192 4.06446
O 5.62128 -1.05885 4.50476
C 4.98152 -0.23977 5.43551
N 3.79002 -4.28606 4.49947
H 6.93706 -3.13204 5.35515
H 6.44035 -4.42155 4.26821
H 6.20999 -4.61884 6.04868
H 4.49074 -2.95968 6.03070
H 3.79377 -1.93398 3.99162
H 5.16310 -2.52180 3.06436
H 3.98377 0.16001 5.10624
H 5.66553 0.59952 5.57904
H 4.82186 -0.71103 6.39806
H 3.86769 -5.20646 4.90258
H 2.83838 -3.93882 4.69313
C 0.60173 -2.79492 3.27523
O 1.14683 -2.80284 4.60480
H 1.45332 -2.93379 2.60355
H -0.09026 -3.59338 3.07121
H 0.07661 -1.87094 3.01052
H 0.44802 -2.60588 5.21104
C -3.28418 6.02687 -1.81081
O -3.45690 4.77587 -1.19936
H -3.21269 5.88841 -2.90513
H -4.21368 6.60011 -1.70533
H -2.42874 6.55667 -1.39179
H -2.80197 4.12291 -1.62941
C 4.11748 -3.48499 0.32039
O 3.36424 -3.36630 -0.87477
H 5.18342 -3.13763 0.20218
H 3.67749 -2.96657 1.17070
H 4.14090 -4.56850 0.51819
H 3.58679 -2.62679 -1.46480
C 1.99786 -3.85766 -4.99631
O 0.67519 -4.20573 -4.54900
H 1.90228 -3.14797 -5.83459
H 2.54338 -3.34341 -4.18206
H 2.57139 -4.70148 -5.36866
H 0.71492 -4.85188 -3.83966
C -2.51194 -2.16437 5.50072
C -2.01260 -1.84969 6.93490
O -0.59723 -1.83769 6.96732
H -3.59566 -2.10982 5.56869
H -2.19052 -3.13668 5.13917
H -2.22298 -1.35104 4.81357
H -2.39259 -2.56216 7.70219
H -2.40195 -0.87570 7.16301
H -0.25530 -1.22656 7.61887
C -4.86886 -6.19854 -2.73445
C -4.71406 -4.74134 -2.40035
O -5.73320 -4.30995 -1.58102
H -4.06470 -6.54433 -3.40562
H -5.89001 -6.44063 -3.03554
H -4.77601 -6.72548 -1.78483
H -4.75058 -4.05421 -3.27598
H -3.72835 -4.60774 -1.92716
H -5.56372 -4.61867 -0.69840
C -3.85252 -0.15684 2.78272
C -3.27769 -0.20277 1.37576
O -2.86234 1.14331 1.11271
H -3.10231 0.38441 3.37873
H -4.01177 -1.13084 3.23018
H -4.79578 0.37342 2.70384
H -4.05125 -0.47829 0.63283
H -2.43846 -0.89730 1.25629
H -2.24720 1.15258 0.29373

Properties
- frontier orbital gap (spin up / spin down) (hartree) = 0.3146 / 0.3196
- 2S+1 = 2
- total energy (eV) = -147893.1313
- strongest force on any atom (Eh/bohr) = 0.0523
- HOMO (spin up / spin down) (Eh) = -0.3089 / -0.3139



What is the strongest force on any atom in the first record? 0.1853 Eh/bohr